(1)
A gas-phase ion, C4H13NOP (charge +1) in a non-equilibrium geometry, computed with ωB97M-V/def2-TZVPD.

- max |F| (eV/Å) = 3.41
- energy above the lowest of the compared OMol25 structures with the same formula, charge and spin (kJ/mol) = 327.9
- spin multiplicity = 1
- electronic energy (Ha) = -631.2039
- total charge = +1
- structure (SMILES) = C/[NH+]=C\[PH](C)(C)O

```
20
C4H13NOP | the OMol25 dataset | ωB97M-V/def2-TZVPD
P 0.7167 0.1144 0.2507
O 0.4197 -1.0627 1.2739
N -1.9988 0.5691 -0.1711
C 1.0078 -0.9750 -1.2641
C -2.3937 -0.8402 0.2081
C 2.3144 0.9496 0.3328
C -0.8030 1.0802 -0.1803
H 0.2025 -0.5922 2.0584
H -0.7864 2.2585 -0.2526
H 1.2992 -1.9970 -0.8659
H 2.3568 1.7578 1.1130
H -2.7628 1.2499 -0.2490
H 0.0908 -1.0665 -1.9197
H 0.2584 1.0857 1.4656
H -1.8830 -1.5197 -0.4971
H -2.0972 -0.8440 1.2674
H 1.7507 -0.8852 -2.0780
H -3.4048 -0.8287 0.0263
H 3.1108 0.1247 0.2005
H 2.6019 1.4212 -0.7190
```

=====

(2)
2 unconnected molecules or ions with the total composition C4H13NOS in a non-equilibrium geometry, computed with ωB97M-V/def2-TZVPD.

- max |F| (eV/Å) = 1.59
- energy above the lowest of the compared OMol25 structures with the same formula, charge and spin (kJ/mol) = 69.3
- spin multiplicity = 1
- electronic energy (Ha) = -688.3623
- total charge = 0
- structure (SMILES) = CNCCCS.O

```
20
C4H13NOS | the OMol25 dataset | ωB97M-V/def2-TZVPD
S -1.5034 -2.3979 -0.7200
O 2.0372 3.3434 1.4249
N 0.4525 1.3217 0.1492
C 0.2391 0.1321 0.9380
C 0.7912 -1.1143 0.2790
C 0.0742 -1.5148 -0.9835
C -0.7441 1.9985 -0.3505
H 1.1075 1.2707 -0.6123
H -1.1784 1.4464 -1.1863
H 1.3605 2.7587 1.0293
H 1.7623 4.2659 1.4102
H -0.8172 0.0850 1.1492
H -0.1940 -0.6734 -1.6135
H -1.4715 2.0868 0.4637
H 0.7558 0.2080 1.8938
H -2.2223 -1.3377 -0.3339
H 0.8091 -1.9110 1.0130
H 1.8203 -0.8372 0.0249
H 0.6685 -2.1594 -1.6414
H -0.5344 3.0450 -0.5790
```

=====

(3)
2 unconnected molecules or ions with the total composition C4H13NOS in a non-equilibrium geometry, computed with ωB97M-V/def2-TZVPD.

- max |F| (eV/Å) = 2.21
- energy above the lowest of the compared OMol25 structures with the same formula, charge and spin (kJ/mol) = 87.4
- spin multiplicity = 1
- electronic energy (Ha) = -688.3554
- total charge = 0
- structure (SMILES) = CSCCCN.O

```
20
C4H13NOS | the OMol25 dataset | ωB97M-V/def2-TZVPD
S 0.2267 1.8800 2.1221
O -0.9084 -0.7308 -4.1326
N -0.2414 -1.6082 -1.0233
C 0.2591 0.3021 1.1488
C 2.0408 2.2339 2.2203
C -1.4322 -1.1666 -0.2224
C -1.1046 0.2068 0.4034
H -0.6865 -1.2000 -3.3379
H -1.9458 0.4965 1.0235
H -1.8827 -1.8358 0.5143
H -0.1357 -0.8922 -4.6984
H -2.1532 -1.0142 -1.0258
H 1.1496 0.4012 0.5333
H 2.4932 1.5658 2.9448
H -0.3559 -2.6105 -1.1849
H -0.8590 0.7923 -0.4834
H 2.1765 3.2537 2.5745
H 0.3297 -0.5909 1.7654
H 2.4878 2.1477 1.2336
H 0.5418 -1.6309 -0.3753
```

=====

(4)
2 unconnected molecules or ions with the total composition C4H13NOS in a non-equilibrium geometry, computed with ωB97M-V/def2-TZVPD.

- max |F| (eV/Å) = 2.71
- energy above the lowest of the compared OMol25 structures with the same formula, charge and spin (kJ/mol) = 107.8
- spin multiplicity = 1
- electronic energy (Ha) = -688.3476
- total charge = 0
- structure (SMILES) = NCCCCS.O

```
20
C4H13NOS | the OMol25 dataset | ωB97M-V/def2-TZVPD
S -1.8995 -1.0472 1.6874
O -2.0952 2.9607 -3.1994
N 1.2010 1.4462 -1.1193
C 1.0789 -0.1074 0.8596
C 0.4331 0.3903 -0.4130
C 0.8750 -1.6316 1.0955
C -0.5734 -2.0807 1.0569
H -0.5549 0.8028 -0.2000
H -2.0240 3.1698 -2.2680
H 2.1569 -0.1227 0.6405
H -1.3103 -0.0155 2.3331
H -0.6895 -3.0266 1.6002
H 1.4412 -2.2127 0.3621
H 0.8870 0.4629 1.7600
H 0.2610 -0.3920 -1.1546
H 1.1634 -2.0420 2.0745
H -0.9558 -2.2795 0.0433
H 2.1059 1.0320 -1.3279
H -2.9128 2.5230 -3.3852
H 1.4120 2.1701 -0.4458
```

=====

(5)
2 unconnected molecules or ions with the total composition C4H13NOS in a non-equilibrium geometry, computed with ωB97M-V/def2-TZVPD.

- max |F| (eV/Å) = 1.87
- energy above the lowest of the compared OMol25 structures with the same formula, charge and spin (kJ/mol) = 74.7
- spin multiplicity = 2
- electronic energy (Ha) = -688.0534
- total charge = +1

```
20
C4H13NOS | the OMol25 dataset | ωB97M-V/def2-TZVPD
S 1.9861 1.1003 1.3081
O -4.0614 1.3126 -0.1310
N -0.7039 -1.6276 -1.3479
C 3.2610 -0.0879 1.7535
C -0.9343 -0.1995 -1.3465
C -0.5001 0.4297 -0.0185
C 0.9524 0.1436 0.2350
H 3.9026 0.4337 2.4458
H 1.4870 0.1897 -0.7354
H 0.2314 -1.8667 -1.6315
H -1.1664 0.0447 0.7492
H -4.0863 1.9973 0.5561
H 2.7338 -0.8989 2.2578
H 1.0721 -0.9080 0.5315
H -3.6246 0.5701 0.2973
H -0.6565 1.5050 -0.0994
H -1.3443 -2.1389 -1.9349
H -0.3237 0.3402 -2.0956
H 3.7027 -0.4506 0.8246
H -1.9277 0.1111 -1.6182
```

=====

(6)
2 unconnected molecules or ions with the total composition C4H13NOS in a non-equilibrium geometry, computed with ωB97M-V/def2-TZVPD.

- max |F| (eV/Å) = 1.82
- energy above the lowest of the compared OMol25 structures with the same formula, charge and spin (kJ/mol) = 88.1
- spin multiplicity = 2
- electronic energy (Ha) = -688.0483
- total charge = +1

```
20
C4H13NOS | the OMol25 dataset | ωB97M-V/def2-TZVPD
S -1.7962 1.1467 2.4149
O 6.6508 -1.1770 -3.4557
N 0.1756 -1.2828 -0.1690
C -0.3179 -0.0029 -0.2010
C 0.0658 0.7530 -1.4666
C -1.8916 -0.1344 -0.0124
C -2.3524 -0.3361 1.4136
H 6.2755 -1.0374 -4.3345
H 0.2036 0.0958 -2.3226
H -1.9237 -1.1942 1.8960
H -3.4279 -0.2919 1.5439
H -2.2942 0.8179 -0.3586
H 0.2607 -1.8129 -1.0348
H 5.9287 -1.0675 -2.8249
H -0.7174 1.4616 -1.7064
H -0.0362 0.5105 0.7189
H 0.0213 -1.8605 0.6528
H -2.2912 -0.8557 -0.6873
H 0.9760 1.2990 -1.2471
H -1.6430 0.4392 3.5408
```